Formula: C41H31ClN2O5PV
Source: the Open Molecules 2025 dataset
Level of theory: the ωB97M-V functional and the def2-TZVPD basis

Results
- Multiplicity: 2
- ⟨S²⟩: 0.80
- Molar mass: 749.08 g mol⁻¹
- Orbital gap (spin up / spin down): 0.2591 / 0.2608 hartree
- Net charge: +1
- DFT total energy: -103732.2020 eV
- Energy above the lowest of the compared OMol25 structures with the same formula, charge and spin: 17.1 kcal/mol

Last column: Mulliken charge in e.
Geometry (Å):
V -0.83398 -0.54811 0.03436  0.2132
O -3.58045 -1.19519 0.41004  -0.3630
N -2.68140 -0.48626 1.18907  0.6112
C -3.15335 -0.01351 2.27411  -0.3430
C -2.47275 0.67539 3.36669  0.5619
C -3.26406 0.88499 4.50076  -1.1793
C -2.75032 1.48884 5.63186  -0.8455
C -1.42751 1.90468 5.64519  -0.8173
C -0.63721 1.71715 4.52234  -0.5931
C -1.13975 1.10228 3.38031  0.9478
P -0.06588 1.02639 1.91349  1.8861
C 1.51732 0.42372 2.54732  0.7910
C 2.71169 0.79730 1.93519  -0.7641
C 3.91069 0.24803 2.35828  -0.8996
C 3.92569 -0.68459 3.38448  -0.8572
C 2.73862 -1.06406 3.99545  -0.7664
C 1.53711 -0.51130 3.58251  -0.8656
C 0.11010 2.78684 1.52888  0.8291
C -0.91101 3.38303 0.78881  -0.6274
C -0.89877 4.75016 0.56898  -0.8060
C 0.13410 5.52607 1.07689  -0.6552
C 1.15120 4.93581 1.81371  -0.8019
C 1.13903 3.56902 2.04797  -0.4726
H -4.47412 -0.85623 0.56366  0.3426
H -4.21372 -0.18816 2.45957  0.4244
H -4.29801 0.56164 4.49256  0.4156
H -3.38079 1.63730 6.49763  0.4239
H -1.01204 2.38182 6.52240  0.4675
H 0.39089 2.05732 4.53127  0.4484
H 2.71073 1.51850 1.12517  0.7047
H 4.83338 0.54150 1.87596  0.4743
H 4.86287 -1.11703 3.70808  0.4364
H 2.74674 -1.79215 4.79556  0.4655
H 0.61618 -0.81238 4.06624  0.4541
H -1.70494 2.77944 0.36702  0.2315
H -1.69088 5.20742 -0.00865  0.4697
H 0.14806 6.59271 0.89621  0.4171
H 1.95663 5.53857 2.21157  0.4606
H 1.93237 3.12053 2.63461  0.4124
Cl -1.01934 -2.76102 -7.81402  -0.1969
C -1.41572 -2.12884 -6.25620  0.3965
C -2.36872 -1.12334 -6.15091  -0.7216
C -2.67990 -0.62097 -4.90175  -0.6312
C -2.03938 -1.11397 -3.76852  0.1670
C -1.08877 -2.12438 -3.88772  0.3373
C -0.77681 -2.63660 -5.13449  -1.0396
C -2.39455 -0.54534 -2.45049  0.1549
O -3.28730 0.23202 -2.23692  -0.6196
O -1.61631 -1.01275 -1.44317  0.1579
H -2.85450 -0.74762 -7.04023  0.4404
H -3.42023 0.15973 -4.78966  0.4978
H -0.60191 -2.52175 -3.00565  0.1292
H -0.04622 -3.42637 -5.24163  0.4743
O 2.80409 -1.40148 -0.48134  -0.6686
C 2.25307 -0.43992 -0.95123  -0.5374
N 0.94031 -0.03647 -0.68992  1.3154
C 0.63187 1.08099 -1.42178  0.6741
O -0.49706 1.55811 -1.35921  -0.7243
C 1.82296 1.49456 -2.20101  0.1575
C 2.04035 2.54904 -3.06277  -0.4371
C 3.30072 2.63954 -3.64714  -0.6445
C 4.29162 1.70180 -3.37151  -0.5340
C 4.06124 0.63941 -2.50018  -0.6938
C 2.81311 0.55784 -1.92253  0.2633
H 1.26228 3.26940 -3.27715  0.5858
H 3.51597 3.44927 -4.33137  0.4536
H 5.25827 1.80166 -3.84708  0.4447
H 4.82559 -0.09542 -2.28467  0.5524
C -0.27093 -2.19555 1.09221  -1.4666
C -0.47902 -3.31785 0.13957  0.3525
C 0.57012 -3.76246 -0.66892  -0.0890
C 0.36939 -4.79388 -1.57511  -0.9006
C -0.87987 -5.38584 -1.69507  -0.4657
C -1.92961 -4.94933 -0.89600  -0.8367
C -1.73154 -3.92577 0.01383  -0.1603
H -0.87396 -2.28409 1.99733  0.7139
H 0.78113 -2.03912 1.33575  0.6717
H 1.54440 -3.30117 -0.57333  0.5098
H 1.19540 -5.13968 -2.18330  0.4396
H -1.03490 -6.19058 -2.40166  0.4254
H -2.90324 -5.41395 -0.98168  0.4326
H -2.55456 -3.58533 0.63106  0.3882

---

Formula: C4H7NO2
Source: the Open Molecules 2025 dataset
Level of theory: the ωB97M-V functional and the def2-TZVPD basis

Results
- Molar mass: 101.10 g mol⁻¹
- Orbital gap: 0.3952 hartree
- Net charge: 0
- DFT total energy: -9847.1996 eV
- Energy above the lowest of the compared OMol25 structures with the same formula, charge and spin: 1.8 kcal/mol

Last column: Mulliken charge in e.
Geometry (Å):
C -1.62943 -0.88866 -0.07381  -1.3975
C -0.32694 -0.29348 -0.58819  0.4891
C -0.00084 1.06347 0.08540  -0.5729
N 1.41496 0.93926 0.30842  -0.1372
C 1.82442 -0.36942 0.23390  0.4594
O 2.91689 -0.81426 0.46876  -0.5837
O 0.77385 -1.12540 -0.19945  -0.3487
H -1.64874 -0.88568 1.02169  0.3752
H -1.71589 -1.92330 -0.41149  0.3348
H -2.50164 -0.32751 -0.43268  0.3605
H -0.34994 -0.24453 -1.68801  0.2388
H -0.57928 1.11918 1.00273  0.2640
H -0.19209 1.93884 -0.54236  0.3153
H 1.98942 1.66928 0.69916  0.2025

---

Formula: H2N2O4S
Source: the Open Molecules 2025 dataset
Level of theory: the ωB97M-V functional and the def2-TZVPD basis

Results
- Molar mass: 126.09 g mol⁻¹
- Orbital gap (spin up / spin down): 0.3462 / 0.3463 hartree
- Net charge: 0
- DFT total energy: -22032.1331 eV
- Energy above the lowest of the compared OMol25 structures with the same formula, charge and spin: 70.5 kcal/mol

Last column: Mulliken charge in e.
Geometry (Å):
N 1.27261 0.34944 0.32280  -0.4204
N -0.97847 -0.80899 -0.04529  0.6242
O -0.08291 -1.61097 -0.89277  -0.4568
O -1.99222 -1.29042 0.40899  -0.4341
O -0.86826 1.59589 0.94099  -0.5102
O -0.45415 1.11625 -1.42753  -0.4773
S -0.24151 0.81960 -0.07777  1.1071
H 1.38196 -0.31369 1.09587  0.2910
H 1.96295 0.14289 -0.32529  0.2765

---

Formula: C4H13NO2
Source: the Open Molecules 2025 dataset
Level of theory: the ωB97M-V functional and the def2-TZVPD basis

Results
- Molar mass: 107.15 g mol⁻¹
- Orbital gap: 0.3519 hartree
- Net charge: 0
- DFT total energy: -9942.8051 eV
- Energy above the lowest of the compared OMol25 structures with the same formula, charge and spin: 32.1 kcal/mol

Last column: Mulliken charge in e.
Geometry (Å):
C -0.48816 2.41484 0.02253  -0.8996
N -0.19716 1.15687 0.71516  -0.3814
C -0.66206 0.03367 -0.13981  -0.5372
C -0.60027 -1.28821 0.62400  -0.4878
C 0.72118 -1.70052 1.22866  -0.6792
O 1.14673 -0.87966 2.29206  -0.4890
H 0.02517 3.27512 0.46071  0.3252
H -1.57033 2.56257 0.13989  0.3209
H -0.25073 2.51108 -1.04198  0.2960
H 0.80234 0.99116 0.74916  0.2255
H 0.03884 -0.13614 -0.98598  0.1608
H -1.67264 0.29286 -0.46403  0.5474
H -1.08889 -2.06600 0.03059  0.4123
H -1.25981 -1.19812 1.51453  0.2472
H 0.67597 -2.77623 1.49792  0.3379
H 1.51698 -1.59290 0.47439  0.2811
H 0.78024 -1.22296 3.11503  0.3149
H -0.61561 -0.06169 -3.35429  0.2822
H -0.29013 -0.16962 -4.66962  0.3188
O 0.15296 0.19688 -3.88647  -0.5962

---

Formula: C40H77F15InO7S
Source: the Open Molecules 2025 dataset
Level of theory: the ωB97M-V functional and the def2-TZVPD basis

Results
- Molar mass: 1101.90 g mol⁻¹
- Orbital gap: 0.2612 hartree
- Net charge: -1
- DFT total energy: -113829.3031 eV
- Energy above the lowest of the compared OMol25 structures with the same formula, charge and spin: 0.0 kcal/mol

Last column: Mulliken charge in e.
Geometry (Å):
C 0.24453 1.95406 8.99304  -1.1511
C -1.20231 1.89698 8.48128  -0.5906
C -1.44721 0.96391 7.24758  -0.2736
C -0.19124 0.42508 6.55091  -1.0174
C 0.58241 1.44323 5.65575  -0.3091
C -0.16054 2.75570 5.35709  -1.0734
C -1.23206 2.62615 4.23809  0.6538
C -2.40253 3.59353 4.53013  -0.7233
C -3.68527 3.30385 3.72873  -0.9364
C -3.61908 3.73516 2.25580  -1.2771
C -2.89773 2.74089 1.32115  0.8557
C -3.26654 1.25031 1.53418  0.2005
C -3.54362 0.46044 0.24050  -1.4355
C -2.50046 0.67685 -0.87668  0.9233
C -1.58097 -0.54760 -1.10854  -1.3619
In 0.07491 -0.48623 0.38960  1.4646
C 0.90579 1.59313 0.70517  -0.4372
C 1.40401 2.11073 -0.65394  -0.3985
C 2.32951 3.33562 -0.59871  0.4643
F 3.21073 3.08994 0.40729  -0.3101
F 3.10424 3.44478 -1.68547  -0.3282
C 1.69329 4.69468 -0.20899  0.5262
F 1.25947 4.64109 1.02798  -0.2011
F 2.62807 5.62780 -0.20045  -0.2972
S 0.26200 5.29424 -1.26973  1.3237
F 1.18322 6.41715 -1.94630  -0.3684
F -0.10028 6.36773 -0.13825  -0.3808
F -0.74183 4.27358 -0.62708  -0.3039
F 0.62348 4.32964 -2.46208  -0.2854
F -0.94365 5.85935 -2.12713  -0.3442
C 1.84884 -1.66264 -0.48012  -0.7375
O 2.39017 -1.27469 -1.46232  -0.5169
C 2.40854 -3.01605 0.13559  0.9817
F 2.48457 -3.93983 -0.84759  -0.3461
F 1.52917 -3.50436 1.02062  -0.2888
C 3.80414 -2.87650 0.80162  0.5838
F 4.46245 -4.03787 0.71065  -0.3202
F 4.55384 -1.94590 0.18834  -0.2849
C 3.68219 -2.43199 2.29427  0.6487
F 3.47386 -3.52866 3.03600  -0.3036
F 2.71746 -1.55645 2.44301  -0.0464
C 4.99468 -1.71255 2.72076  0.2086
O 5.00364 -0.54541 2.87978  -0.5228
O 6.08880 -2.46354 2.89214  -0.5119
H 0.99001 2.15250 8.22212  0.2033
H 0.50428 1.07772 9.59185  0.3158
H 0.30312 2.79820 9.69569  0.4164
H -1.60324 2.89307 8.27121  0.3245
H -1.80223 1.49223 9.30564  0.3884
H -1.99257 0.08487 7.61563  0.5295
H -2.13275 1.46871 6.56182  -0.1044
H 0.51966 -0.03765 7.24175  0.4314
H -0.52641 -0.38918 5.89630  0.4513
H 0.79466 0.95592 4.69725  0.2127
H 1.55044 1.69371 6.10635  0.1629
H 0.59375 3.45038 4.96080  0.5645
H -0.55722 3.25431 6.24676  0.4046
H -0.76129 2.98681 3.31660  -0.3409
H -1.54383 1.59131 4.06748  0.2341
H -2.05887 4.62868 4.41286  0.3051
H -2.66659 3.48486 5.59397  0.3439
H -3.95579 2.25571 3.88704  0.3216
H -4.48800 3.89340 4.19706  0.4129
H -3.02646 4.66337 2.23749  0.3091
H -4.59299 4.02490 1.84457  0.4036
H -3.05690 2.99784 0.26913  0.8409
H -1.82335 2.85028 1.49746  -1.1749
H -4.18739 1.21321 2.13314  0.2503
H -2.49947 0.74856 2.13342  -0.0583
H -3.48729 -0.60444 0.50951  0.3934
H -4.57158 0.60034 -0.11078  0.3917
H -3.05632 0.85422 -1.81351  0.3548
H -1.86457 1.55818 -0.73685  -0.8301
H -1.11829 -0.40893 -2.09910  0.0740
H -2.11129 -1.50470 -1.15638  0.5633
H -0.31853 -1.26700 1.94199  -0.4928
H 0.15365 2.28029 1.10616  -0.4070
H 1.68935 1.47885 1.45782  0.6580
H 0.53506 2.26524 -1.29824  0.0973
H 2.00833 1.32267 -1.12211  0.3644
H 6.78138 -1.81348 3.10190  0.4327
C 7.77959 -1.85404 7.19039  -1.0556
C 6.35652 -2.24703 7.54948  -0.2522
O 5.63422 -1.23161 8.22232  -0.4463
C 5.46791 -0.01241 7.51591  -0.5341
C 4.73061 -0.16118 6.19754  -0.5172
H 8.33314 -1.56356 8.08531  0.3022
H 8.29439 -2.69200 6.71713  0.3919
H 7.80843 -1.01093 6.49835  0.2591
H 6.38215 -3.09825 8.23142  0.3442
H 5.80745 -2.57871 6.66119  0.2510
H 6.43817 0.47549 7.36710  0.2921
H 4.89405 0.64067 8.17512  0.3679
H 5.27228 -0.79670 5.49734  -0.0772
H 4.59515 0.81185 5.72440  0.4108
H 3.74910 -0.61176 6.35729  0.2814
C 1.74744 2.13120 -4.70939  -1.1485
C 0.91931 0.87689 -4.48972  0.5081
O -0.39245 0.95475 -5.02929  -0.3950
C -0.48685 1.15635 -6.42295  -0.4099
C 0.16345 0.05698 -7.24569  -1.0369
H 1.24132 2.99703 -4.28439  0.2272
H 2.72236 2.02575 -4.23151  0.4116
H 1.91550 2.33620 -5.76896  0.4404
H 0.79363 0.71500 -3.41843  -0.3999
H 1.43625 -0.00829 -4.87574  0.2450
H -0.08471 2.13910 -6.69633  0.3234
H -1.55437 1.18702 -6.65074  0.3393
H 1.23706 -0.00983 -7.06507  0.3307
H 0.01571 0.24327 -8.31165  0.3917
H -0.27201 -0.91287 -6.99499  0.2520
C -0.76115 -4.62429 -9.39093  -0.8478
C -1.93155 -4.47617 -10.34807  -0.3360
O -3.13698 -4.07629 -9.72071  -0.4469
C -3.10617 -2.82890 -9.04822  -0.0477
C -2.77350 -1.65192 -9.94836  -1.1731
H -1.00120 -5.33961 -8.60243  0.2668
H 0.12199 -4.97699 -9.92599  0.3813
H -0.50362 -3.67968 -8.90991  0.1329
H -2.14077 -5.44238 -10.80959  0.3410
H -1.68324 -3.78990 -11.16588  0.2939
H -2.42068 -2.87623 -8.19471  0.2019
H -4.10399 -2.68201 -8.63257  0.2541
H -1.77589 -1.73955 -10.38190  0.2665
H -2.80965 -0.72169 -9.37926  0.3823
H -3.48403 -1.58617 -10.77461  0.3259
C -3.93183 -6.05503 -4.81030  -0.9063
C -5.08192 -5.26225 -4.21249  -0.3180
O -4.66976 -4.17011 -3.41299  -0.4062
C -3.89379 -3.17703 -4.06348  -0.0710
C -4.60415 -2.51394 -5.23153  -0.9500
H -3.27349 -6.42460 -4.02226  0.2926
H -4.31386 -6.90689 -5.37582  0.3932
H -3.32683 -5.45028 -5.48727  0.1219
H -5.66074 -5.91285 -3.55489  0.3461
H -5.76996 -4.92215 -4.99555  0.3023
H -2.92995 -3.59247 -4.37699  0.2354
H -3.67077 -2.42410 -3.30699  0.1341
H -4.83907 -3.22640 -6.02518  0.1738
H -3.97676 -1.73115 -5.66136  0.3448
H -5.54463 -2.06762 -4.90265  0.3156

---

Formula: C2H7BCsFP
Source: the Open Molecules 2025 dataset
Level of theory: the ωB97M-V functional and the def2-TZVPD basis

Results
- Molar mass: 224.77 g mol⁻¹
- Orbital gap: 0.3028 hartree
- Net charge: +1
- DFT total energy: -15410.5984 eV

Last column: Mulliken charge in e.
Geometry (Å):
C 1.16352 -1.26801 0.32686  -0.7818
P -0.22313 -0.28141 -0.54673  0.0992
C -1.94111 -0.56244 0.24036  -0.8602
B 0.18184 1.58292 -0.13106  0.3007
F 1.59754 1.99655 -0.46952  -0.3768
H 2.18826 -1.00558 -0.21791  0.2146
H 1.31715 -0.92119 1.45862  0.2872
H 1.05266 -2.44554 0.24425  0.3175
H -2.43316 -1.60205 -0.01814  0.3114
H -1.89586 -0.36222 1.41617  0.2852
H -2.64851 0.29571 -0.18817  0.2734
H -0.61069 2.32176 0.34149  -0.0040
Cs 2.25149 2.25149 -2.45621  0.9334